# 1
The following is a DFT calculation (wB97M-V/def2-TZVPD) of a 2-piece molecular cluster, C4H13N3 overall in a non-equilibrium geometry.

The geometry in XYZ format:
```
20
Properties=species:S:1:pos:R:3:forces:R:3
C -0.173 -2.202 -0.589 -1.93 -1.96 1.89
C 0.209 -0.675 -0.748 2.53 -3.78 -0.64
C -1.022 0.090 -0.695 -2.79 3.73 4.49
N -0.344 3.898 1.546 0.81 0.97 0.46
C 0.028 2.610 1.160 -0.86 -0.47 2.04
N -0.328 1.832 0.139 0.23 2.28 -4.01
N 1.146 -3.081 -0.451 -3.14 -1.68 -0.54
H -0.828 -2.288 0.365 1.54 -0.31 -1.25
H -0.814 -2.820 -1.363 1.45 1.91 0.95
H 0.987 -0.476 0.093 -1.64 0.00 -1.52
H 0.736 -0.817 -1.749 -0.57 1.76 0.98
H -1.821 0.159 0.315 2.62 -1.23 -3.07
H -1.631 0.415 -1.577 1.15 -0.03 0.60
H 0.422 4.479 2.011 -1.09 -1.64 -0.61
H -1.255 4.328 1.943 1.33 -1.59 -2.09
H 0.673 2.132 1.920 -0.05 0.13 -0.32
H -0.229 2.396 -0.803 -1.44 -0.70 2.48
H 1.565 -3.018 -1.351 1.12 0.33 -0.98
H 0.882 -4.150 -0.441 0.58 2.37 0.74
H 1.797 -2.810 0.274 0.14 -0.10 0.40
```
Positions in Å, forces in eV/Å.

**Frontier orbital gap**: 8.161 eV
**Lowest unoccupied orbital energy**: -8.831 eV
**Charge**: +2
**Energy above the lowest of the compared OMol25 structures with the same formula, charge and spin**: 601.3 kJ/mol

# 2
The following is a DFT calculation (wB97M-V/def2-TZVPD) of a 2-piece molecular cluster, C6H17N2 overall in a non-equilibrium geometry.

The geometry in XYZ format:
```
25
Properties=species:S:1:pos:R:3:forces:R:3
C 0.796 1.696 -1.008 0.13 2.41 0.97
N 0.494 0.416 -0.516 2.19 -0.63 -0.27
C 1.528 -0.109 0.370 -0.18 -0.37 0.83
C 1.226 -1.467 1.011 -1.78 0.88 -1.03
C 2.932 -0.048 -0.276 -0.71 1.91 -1.23
C -2.653 -0.042 1.262 0.32 -1.16 0.47
N -1.842 -0.617 0.192 -0.10 1.33 -0.61
C -2.401 -0.514 -1.137 -1.10 0.39 -0.14
H 1.406 2.396 -0.344 -0.58 -1.11 -0.26
H 1.418 1.762 -1.923 -0.21 -0.95 -0.09
H -0.090 2.263 -1.290 -0.37 -0.37 -0.13
H 1.537 0.602 1.247 0.23 -0.02 -0.66
H 0.333 -1.217 1.574 0.00 -0.60 0.85
H 2.046 -1.771 1.654 -0.11 -0.27 -0.17
H 0.826 -2.200 0.282 0.92 0.08 0.32
H 3.757 -0.148 0.421 -0.16 -0.86 -0.02
H 3.015 0.967 -0.612 0.50 0.85 0.09
H 2.947 -0.511 -1.266 0.30 -1.06 0.65
H -1.967 0.280 2.051 -0.36 -0.10 0.03
H -3.365 0.751 1.037 0.23 0.22 -0.59
H -0.894 -0.181 0.126 0.09 -0.45 0.29
H -3.261 -0.882 1.624 0.03 0.20 0.30
H -3.266 -1.191 -1.270 0.38 0.06 0.23
H -2.833 0.501 -1.279 0.21 -0.34 -0.16
H -1.688 -0.735 -1.931 0.14 -0.05 0.29
```
Positions in Å, forces in eV/Å.

**Frontier orbital gap**: 5.103 eV
**Lowest unoccupied orbital energy**: -7.939 eV
**Charge**: +1
**Energy above the lowest of the compared OMol25 structures with the same formula, charge and spin**: 574.6 kJ/mol

# 3
The following is a DFT calculation (wB97M-V/def2-TZVPD) of C20H27BrNOReS3 as an isolated structure in a non-equilibrium geometry.

The geometry in XYZ format:
```
54
Properties=species:S:1:pos:R:3:forces:R:3
Re 0.096 0.410 0.452 -2.30 -1.36 -0.23
C 2.039 -0.826 2.871 -0.34 -0.26 -0.91
C 1.233 0.089 3.756 -0.51 -0.03 0.61
S -0.336 0.585 2.907 -0.52 -0.37 1.24
C -0.533 2.369 3.216 -0.14 -0.36 -0.15
C 0.507 3.167 2.459 0.80 0.06 0.05
S 0.747 2.533 0.734 1.20 3.02 -0.11
C 2.586 2.548 0.531 -0.65 0.09 -0.53
C 3.263 1.404 1.255 0.14 -0.63 0.11
S 2.158 -0.105 1.150 3.00 -1.11 0.84
H 1.563 -1.815 2.687 0.24 0.67 0.18
H 3.060 -1.001 3.217 -0.06 0.08 0.01
H 1.800 0.972 4.063 -0.16 -0.02 -0.13
H 0.903 -0.436 4.675 0.31 0.25 -0.46
H -0.481 2.531 4.298 -0.03 0.07 -0.20
H -1.570 2.573 2.885 0.54 0.01 0.18
H 1.505 3.189 2.976 -0.97 -0.02 -0.51
H 0.164 4.182 2.270 0.13 0.13 0.34
H 2.909 3.524 0.881 0.20 0.07 -0.03
H 2.703 2.500 -0.568 0.08 -0.01 0.56
H 3.546 1.605 2.304 -0.42 -0.12 -0.43
H 4.175 1.069 0.733 -0.29 0.31 0.18
Br -2.364 1.230 0.077 0.05 0.02 -0.49
C -1.982 1.589 -1.781 -0.22 0.42 -2.01
C -2.954 2.159 -2.594 -0.13 -0.34 0.91
C -2.734 2.343 -3.970 -0.20 0.24 -0.48
C -1.565 1.928 -4.579 0.34 -0.09 0.48
C -0.539 1.347 -3.777 -0.94 0.12 0.88
C 0.667 0.886 -4.360 0.33 -0.16 0.17
C 1.651 0.306 -3.581 0.57 -0.47 -0.12
C 1.449 0.158 -2.210 0.61 -0.45 0.13
C 0.291 0.578 -1.564 -0.39 0.12 0.55
C -0.750 1.181 -2.329 0.25 0.22 -1.31
H -3.932 2.409 -2.180 0.29 0.10 -0.11
H -3.533 2.825 -4.553 0.47 -0.37 0.29
H -1.389 2.036 -5.659 -0.23 0.01 0.58
H 0.840 0.954 -5.434 -0.26 0.16 0.22
H 2.580 -0.091 -4.028 -0.68 0.39 0.21
H 2.201 -0.347 -1.591 -0.03 0.23 -0.53
C -2.863 -2.853 1.332 0.55 -0.04 -0.50
N -1.740 -3.408 0.519 1.08 0.98 -0.14
C -1.785 -4.837 0.203 -0.23 -0.84 -0.10
C -0.683 -2.674 0.168 -1.34 -0.71 0.38
C 0.414 -3.273 -0.689 -0.55 0.14 -0.17
O -0.627 -1.450 0.623 0.20 -1.15 -0.36
H -3.792 -3.001 0.767 0.26 0.11 0.21
H -2.646 -1.796 1.491 -0.34 -0.22 0.04
H -2.922 -3.375 2.289 0.04 -0.01 -0.15
H -2.801 -5.214 0.440 0.74 0.21 -0.15
H -1.032 -5.387 0.801 -0.48 0.25 -0.17
H -1.573 -5.041 -0.859 -0.21 0.24 0.41
H 0.926 -4.078 -0.147 -0.17 0.07 -0.14
H 1.132 -2.495 -0.919 0.14 0.08 -0.05
H 0.019 -3.678 -1.655 0.22 0.29 0.89
```
Positions in Å, forces in eV/Å.

**Frontier orbital gap (spin up / spin down)**: 7.670 / 5.398 eV
**2S+1**: 4
**Lowest unoccupied orbital energy (spin up / spin down)**: -8.951 / -11.487 eV
**Charge**: +3
**Energy above the lowest of the compared OMol25 structures with the same formula, charge and spin**: 0.0 kJ/mol

no.,DFT total energy (hartree)
1,-323.663960
2,-347.871983
3,-4754.163619